1.
The following is a quantum chemistry calculation of a 2-piece molecular cluster, C9H14 overall at a distorted geometry, from OMol25.

The multiplicity is 1. The value obtained for the LUMO energy is 0.03793 Ha. As for the SMILES: Cc1ccccc1.CC. The HOMO energy comes out at -0.3334 Eh.

Last column: natural (NBO) charge in e.
Geometry (Å):
C (1.5220, 0.5717, -1.3729)  -0.21
H (-2.5350, -1.5238, 2.9761)  0.21
H (-1.1904, -1.5784, 4.1708)  0.20
C (-1.1777, 1.1452, -1.4956)  -0.20
C (1.5517, 0.5984, 1.1274)  -0.63
C (-0.7589, -2.7281, 2.3907)  -0.62
C (0.8563, 0.5627, -2.5955)  -0.21
H (2.4052, 1.2824, 1.1379)  0.22
C (-0.5385, 1.0116, -0.2586)  -0.22
H (-0.0521, -2.3381, 1.6596)  0.20
C (-0.5081, 0.8254, -2.6634)  -0.23
H (-1.0772, 0.6710, -3.5736)  0.22
H (1.3516, 0.1075, -3.4496)  0.21
H (2.6035, 0.5612, -1.4319)  0.21
H (-0.1224, -3.2259, 3.1186)  0.21
H (-0.9753, -0.6077, 2.8365)  0.20
H (1.9298, -0.3905, 1.3759)  0.22
H (-1.4778, -3.3364, 1.8558)  0.21
C (-1.4587, -1.5435, 3.1109)  -0.61
H (0.8893, 0.9908, 1.8908)  0.21
H (-1.1517, 1.1036, 0.6313)  0.21
H (-2.1620, 1.5860, -1.4282)  0.21
C (0.8031, 0.6746, -0.1808)  -0.01

Cartesian forces (eV/Å) of the 2 atoms listed first:
C -0.4 0.2 -0.6
H 0.0 0.2 0.0

***

2.
The following is a quantum chemistry calculation of C4H5CaO2 as an isolated structure at a distorted geometry, from OMol25.

The expectation value of S² is 0.751. The multiplicity is 2. The value obtained for the LUMO energy (spin up / spin down) is 0.00885 / -0.00231 Ha. The HOMO energy (spin up / spin down) comes out at -0.1830 / -0.3463 Eh.

Last column: natural (NBO) charge in e.
Geometry (Å):
C (-0.7562, 0.9917, 0.7942)  -0.60
O (1.7516, -1.0723, -2.5669)  -1.36
H (-1.5948, -0.8099, 1.7720)  0.12
H (1.6449, -1.1764, -3.5142)  0.47
H (0.6326, -1.9115, -0.5962)  0.26
H (-0.1356, 1.8317, 1.1371)  0.26
Ca (2.3524, 0.6484, -1.6271)  0.95
H (-1.6491, 1.5437, 0.4491)  0.26
C (-0.1710, 0.1310, -0.2407)  -0.15
C (0.1584, -0.9496, -0.7525)  -0.17
O (-1.0059, 0.5588, 3.1397)  -0.50
C (-1.2272, 0.2144, 2.0056)  0.45

Cartesian forces (eV/Å) of the 2 atoms listed first:
C -0.8 1.5 -0.2
O 0.4 0.1 -0.5

***

3.
The following is a quantum chemistry calculation of C18H28BIrN7O2 as an isolated structure at a distorted geometry, from OMol25.

The expectation value of S² is 8.776. The multiplicity is 6. The value obtained for the LUMO energy (spin up / spin down) is -0.18043 / -0.36769 Ha. As for the net charge: +2. The HOMO energy (spin up / spin down) comes out at -0.5266 / -0.5331 Eh.

Last column: natural (NBO) charge in e.
Geometry (Å):
C (3.4006, -0.0126, 2.3692)  -0.67
N (1.0081, -0.0333, 1.6179)  -0.25
H (-0.0732, 3.2083, -3.0520)  0.24
C (-0.6854, -2.6917, -1.0704)  0.21
H (1.7159, 0.0157, 4.8151)  0.27
H (3.9488, 0.0137, 3.3063)  0.26
C (1.2793, 0.0015, 3.8307)  -0.30
C (3.6072, -0.4716, -3.1333)  -0.39
O (3.2793, 0.1973, -0.8367)  -0.68
C (-1.8582, 3.1665, -0.6115)  -0.32
H (3.3583, -1.4711, -2.7785)  0.25
H (4.4593, -0.5059, -3.8061)  0.27
H (-2.3280, 4.0886, -0.9097)  0.26
H (-0.8723, 0.0080, 5.4711)  0.26
H (3.6871, 0.8536, 1.7688)  0.25
H (0.4903, 0.7551, -3.3474)  0.41
C (-2.3505, 2.2464, 0.3104)  0.27
C (-3.6171, 2.3133, 1.0838)  -0.66
N (-1.4729, -1.2791, 0.4013)  -0.33
C (0.2738, -3.2704, -2.0515)  -0.65
N (1.1676, 0.0631, -3.0420)  -0.85
B (-1.4952, -0.0176, 1.2890)  0.51
C (-1.2340, 0.0073, 4.4464)  -0.68
C (-2.3761, -2.2715, 0.3113)  0.27
H (2.6591, 1.3282, -3.8223)  0.24
C (-0.0891, -0.0019, 3.5180)  0.37
C (-3.6413, -2.3288, 1.0877)  -0.66
H (-4.1612, 3.2146, 0.8158)  0.25
Ir (1.1300, -0.0386, -0.5898)  1.45
H (0.5029, -4.3040, -1.7957)  0.27
C (1.9459, -0.0151, 2.6277)  0.24
H (-4.2743, -1.4655, 0.8794)  0.24
H (0.7748, -0.8425, -3.2854)  0.40
H (-2.4550, -0.0108, 1.9798)  0.00
N (-0.4438, -1.5289, -0.4451)  -0.40
C (0.3231, 3.2290, -2.0346)  -0.65
H (1.2092, -2.7056, -2.0459)  0.19
H (1.2699, 2.6871, -1.9949)  0.20
N (-0.2074, -0.0211, 2.1602)  -0.33
H (2.3594, -0.1024, -4.7921)  0.25
N (-1.4611, 1.2399, 0.3947)  -0.34
H (-0.1495, -3.2804, -3.0576)  0.25
H (3.7020, -0.9021, 1.8115)  0.25
H (-1.8569, 0.8908, 4.2912)  0.26
N (-0.4279, 1.4822, -0.4477)  -0.40
H (-3.4243, 2.3339, 2.1572)  0.24
H (-4.1887, -3.2294, 0.8245)  0.25
C (2.4387, 0.2612, -3.7626)  -0.25
H (-2.3818, -4.1049, -0.9250)  0.26
O (5.0711, 0.9844, -1.9825)  -0.19
H (-4.2529, 1.4512, 0.8794)  0.24
H (-1.8679, -0.8690, 4.2960)  0.26
C (-0.6494, 2.6529, -1.0648)  0.20
H (0.5203, 4.2733, -1.7976)  0.27
C (4.0587, 0.3442, -1.8029)  0.78
C (-1.8992, -3.1920, -0.6195)  -0.32
H (-3.4461, -2.3437, 2.1606)  0.24

Cartesian forces (eV/Å) of the 2 atoms listed first:
C 0.1 0.0 -0.3
N 0.6 0.0 -1.5

***

The records above yield E_tot values of -351.303478, -983.365071, -1365.050658 a.u., respectively.
The records above yield energy relative to the best compared isomer or geometry (same formula, charge and spin) values of 0.727, 0.000, 0.507 eV, respectively.